Record 1
The following is a quantum chemistry calculation of a molecular structure, C28H57ClNO12PbSSbSi4 in a non-equilibrium geometry, from the Open Molecules 2025 dataset.

Results
**Charge**: -2
**HOMO-LUMO gap**: 0.2567 hartree
**Lowest unoccupied orbital energy**: 4.013 eV
**HOMO energy**: -2.97 eV

Last column: Löwdin charge in e.
CARTESIAN COORDINATES (ANGSTROEM)
Pb (-0.551, -0.046, -0.410)  1.2195
O (3.955, -1.433, 3.814)  0.0549
C (2.974, -1.426, 2.867)  -0.2810
C (3.274, -1.451, 1.510)  0.0557
C (2.232, -1.383, 0.613)  -0.2352
N (0.968, -1.320, 1.023)  -0.0151
C (0.673, -1.327, 2.321)  -0.2259
C (1.653, -1.396, 3.290)  0.0660
C (-0.817, -1.226, 2.666)  -0.6460
O (-1.147, -1.558, 3.805)  0.0089
O (-1.558, -0.828, 1.711)  -0.2137
C (2.458, -1.355, -0.901)  -0.6608
O (3.590, -1.643, -1.297)  0.0007
O (1.427, -1.062, -1.584)  -0.2187
H (4.803, -1.342, 3.367)  0.1004
H (4.292, -1.490, 1.139)  0.1245
H (1.386, -1.393, 4.337)  0.1287
O (-3.763, 0.078, -4.117)  -0.3599
Cl (-3.544, 0.151, -2.692)  0.6336
O (-4.784, 0.424, -2.007)  -0.3558
O (-2.572, 1.185, -2.392)  -0.4448
O (-3.010, -1.128, -2.223)  -0.5341
C (-0.130, -5.033, 1.926)  -0.2199
Si (-0.004, -5.238, 0.059)  0.2972
C (-0.421, -7.050, -0.264)  -0.2210
C (1.814, -5.095, -0.416)  -0.2169
Sb (-1.219, -3.214, -0.978)  0.9304
Si (-1.019, -4.084, -3.380)  0.3019
C (0.711, -3.620, -3.950)  -0.2255
C (-1.151, -5.947, -3.664)  -0.2339
C (-2.276, -3.329, -4.549)  -0.2232
Si (-3.602, -3.996, -0.441)  0.3063
C (-4.961, -3.348, -1.559)  -0.2212
C (-3.839, -5.871, -0.413)  -0.2377
C (-3.954, -3.422, 1.310)  -0.2241
H (0.569, -5.693, 2.451)  0.0270
H (-1.144, -5.255, 2.277)  0.0203
H (0.087, -4.002, 2.221)  0.0111
H (0.269, -7.668, 0.321)  0.0269
H (-0.308, -7.312, -1.317)  -0.0005
H (-1.441, -7.304, 0.029)  -0.0004
H (2.444, -5.683, 0.260)  0.0276
H (2.160, -4.057, -0.386)  0.0123
H (1.978, -5.454, -1.437)  0.0174
H (1.445, -4.348, -3.591)  0.0163
H (1.007, -2.647, -3.543)  0.0144
H (0.774, -3.576, -5.042)  0.0235
H (-0.292, -6.472, -3.240)  0.0022
H (-1.171, -6.139, -4.742)  0.0249
H (-2.057, -6.375, -3.223)  0.0106
H (-2.451, -2.272, -4.333)  0.0040
H (-3.241, -3.839, -4.466)  0.0198
H (-1.922, -3.421, -5.581)  0.0261
H (-4.709, -3.446, -2.618)  0.0137
H (-5.133, -2.285, -1.373)  0.0174
H (-5.884, -3.902, -1.360)  0.0243
H (-3.534, -6.345, -1.352)  0.0098
H (-4.895, -6.103, -0.237)  0.0225
H (-3.255, -6.322, 0.393)  0.0017
H (-3.584, -2.403, 1.468)  0.0177
H (-3.449, -4.058, 2.044)  0.0205
H (-5.029, -3.437, 1.520)  0.0263
C (3.752, 4.607, -2.040)  -0.0368
C (3.468, 4.484, -0.549)  -0.6574
C (4.009, 5.696, 0.207)  -0.0337
C (4.099, 3.206, -0.006)  -0.0600
O (2.053, 4.492, -0.416)  -0.1553
Si (0.997, 3.798, 0.647)  -0.1335
S (1.103, 1.762, 0.904)  0.3594
O (-0.493, 4.229, 0.102)  -0.1495
C (-0.992, 5.412, -0.508)  -0.6498
C (-0.410, 6.661, 0.152)  -0.0326
C (-2.502, 5.369, -0.316)  -0.0299
C (-0.649, 5.386, -1.996)  -0.0226
O (1.345, 4.619, 2.053)  -0.1629
C (0.893, 4.412, 3.385)  -0.6694
C (1.112, 5.739, 4.104)  -0.0419
C (-0.587, 4.037, 3.410)  -0.0345
C (1.724, 3.319, 4.050)  -0.0469
H (4.828, 4.624, -2.231)  0.0800
H (3.306, 5.525, -2.433)  0.0793
H (3.314, 3.756, -2.565)  0.0926
H (5.102, 5.687, 0.223)  0.0791
H (3.633, 5.673, 1.232)  0.0762
H (3.670, 6.623, -0.265)  0.0803
H (5.173, 3.214, -0.209)  0.0822
H (3.653, 2.325, -0.471)  0.0677
H (3.937, 3.120, 1.072)  0.0751
H (-0.615, 6.651, 1.226)  0.0737
H (-0.853, 7.559, -0.286)  0.0806
H (0.674, 6.693, 0.017)  0.0773
H (-2.741, 5.372, 0.750)  0.0796
H (-2.901, 4.451, -0.751)  0.0913
H (-2.977, 6.231, -0.791)  0.0806
H (0.431, 5.287, -2.117)  0.0712
H (-0.988, 6.302, -2.486)  0.0807
H (-1.128, 4.525, -2.470)  0.0924
H (0.537, 6.530, 3.616)  0.0750
H (2.171, 6.009, 4.069)  0.0792
H (0.800, 5.667, 5.150)  0.0802
H (-1.191, 4.836, 2.971)  0.0766
H (-0.915, 3.866, 4.438)  0.0857
H (-0.757, 3.123, 2.834)  0.0701
H (2.781, 3.604, 4.053)  0.0830
H (1.622, 2.381, 3.500)  0.0336
H (1.393, 3.169, 5.081)  0.0820

---

Record 2
The following is a quantum chemistry calculation of 2 unconnected molecules or ions with the total composition C6H11Cl in a non-equilibrium geometry, from the Open Molecules 2025 dataset.

Results
**Spin multiplicity**: 3
**HOMO-LUMO gap (spin up / spin down)**: 0.3489 / 0.2976 hartree
**Lowest unoccupied orbital energy (spin up / spin down)**: 0.966 / -1.664 eV
**HOMO energy (spin up / spin down)**: -8.53 / -9.76 eV

Last column: Löwdin spin population.
CARTESIAN COORDINATES (ANGSTROEM)
C (0.664, -0.060, -0.023)  0.0173
C (3.592, -0.677, -1.299)  1.4571
C (-1.398, -0.426, 1.472)  0.0004
C (-1.474, -1.228, -0.949)  0.0002
C (-0.346, 1.109, -0.285)  0.0018
C (-0.811, -0.252, 0.119)  0.0018
Cl (4.694, 0.391, -0.607)  0.3963
H (1.132, -0.369, -1.013)  0.0119
H (3.145, 0.027, -2.009)  0.1116
H (-1.603, 0.445, 2.213)  0.0000
H (-0.938, -1.322, 2.006)  0.0001
H (-2.343, -0.788, 1.323)  0.0000
H (-2.447, -1.177, -0.749)  0.0000
H (-1.177, -0.932, -2.006)  0.0000
H (-0.969, -2.201, -0.603)  0.0000
H (-0.315, 1.512, -1.317)  0.0002
H (-0.319, 1.952, 0.378)  0.0001
H (1.209, -0.157, 0.972)  0.0011

---

Record 3
The following is a quantum chemistry calculation of 11 unconnected molecules or ions with the total composition C20H65N19O11 in a non-equilibrium geometry, from the Open Molecules 2025 dataset.

Results
**HOMO-LUMO gap**: 0.2409 hartree
**SMILES**: COC[C@H](C)N.COC[C@H](C)N.COC[C@H](C)N.NC(N)=O.NC(N)=O.NC(N)=O.NC(N)=O.NC(N)=O.NC(N)=O.NC(N)=O.NC(N)=O
**Lowest unoccupied orbital energy**: -0.022 eV
**HOMO energy**: -6.58 eV

Last column: Löwdin charge in e.
CARTESIAN COORDINATES (ANGSTROEM)
C (-18.265, 1.003, -23.056)  -0.1259
O (-19.105, -0.052, -22.582)  -0.1987
C (-18.849, -0.498, -21.176)  -0.1268
C (-19.169, -2.021, -20.960)  -0.4062
C (-20.593, -2.242, -21.273)  -0.0872
N (-18.936, -2.352, -19.543)  0.0454
H (-17.196, 0.873, -23.229)  0.0764
H (-18.333, 1.882, -22.415)  0.0829
H (-18.552, 1.164, -24.095)  0.0848
H (-17.790, -0.344, -20.965)  0.1093
H (-19.345, 0.186, -20.488)  0.1140
H (-18.633, -2.699, -21.624)  0.1457
H (-21.199, -1.752, -20.510)  0.0658
H (-20.861, -3.291, -21.149)  0.0861
H (-20.999, -1.785, -22.175)  0.0853
H (-19.622, -1.877, -18.973)  0.0567
H (-19.204, -3.306, -19.348)  0.0808
C (-19.447, -5.507, -16.737)  -0.1297
O (-18.341, -6.092, -16.090)  -0.1611
C (-17.251, -6.453, -16.958)  -0.1941
C (-16.113, -7.141, -16.160)  -0.3934
C (-14.998, -7.543, -17.151)  -0.0705
N (-16.686, -8.347, -15.561)  0.0457
H (-20.305, -5.352, -16.083)  0.0644
H (-19.788, -6.204, -17.503)  0.0775
H (-19.198, -4.610, -17.304)  0.0544
H (-17.517, -6.964, -17.884)  0.1152
H (-16.748, -5.558, -17.323)  0.0940
H (-15.878, -6.386, -15.410)  0.1163
H (-15.307, -7.729, -18.179)  0.0707
H (-14.325, -8.326, -16.800)  0.0673
H (-14.309, -6.705, -17.250)  0.0525
H (-15.918, -8.979, -15.387)  0.0501
H (-17.142, -8.938, -16.242)  0.0670
C (-21.669, -9.141, -11.941)  -0.1361
O (-20.543, -8.268, -12.055)  -0.1715
C (-20.901, -6.925, -11.584)  -0.1797
C (-19.872, -5.850, -12.083)  -0.3414
C (-20.430, -4.484, -11.721)  -0.0752
N (-19.774, -5.935, -13.602)  0.0728
H (-21.272, -10.155, -11.973)  0.0798
H (-22.603, -9.143, -12.503)  0.0787
H (-21.925, -9.065, -10.885)  0.0715
H (-21.915, -6.867, -11.981)  0.0911
H (-21.065, -6.862, -10.509)  0.1069
H (-18.933, -6.039, -11.564)  0.1242
H (-19.763, -3.639, -11.889)  0.0811
H (-20.821, -4.503, -10.704)  0.0689
H (-21.304, -4.299, -12.344)  0.0353
H (-19.724, -4.949, -13.815)  0.0010
H (-20.700, -6.197, -13.907)  0.0036
N (-24.618, 2.416, -13.862)  0.1748
C (-24.509, 1.244, -13.264)  -0.7762
N (-23.684, 0.368, -13.733)  0.1942
O (-25.288, 0.927, -12.382)  -0.0009
H (-23.860, 2.802, -14.406)  0.0635
H (-25.230, 3.059, -13.379)  0.1134
H (-22.985, 0.706, -14.379)  0.0895
H (-23.418, -0.411, -13.147)  0.0518
N (-24.601, -2.543, -18.523)  0.1796
C (-23.386, -2.757, -18.121)  -0.8234
N (-23.174, -3.979, -18.042)  0.2070
O (-22.533, -1.908, -17.951)  0.0103
H (-24.861, -1.599, -18.771)  0.1230
H (-25.216, -3.342, -18.585)  0.1158
H (-22.288, -4.160, -17.592)  0.1306
H (-23.824, -4.715, -18.280)  0.1350
N (-20.218, -1.990, -16.368)  0.1799
C (-20.408, -2.464, -15.180)  -0.7095
N (-21.486, -1.859, -14.638)  0.1746
O (-19.661, -3.288, -14.717)  0.0287
H (-19.357, -2.256, -16.825)  0.0863
H (-20.965, -1.424, -16.744)  0.0612
H (-21.784, -2.010, -13.685)  0.0464
H (-22.198, -1.631, -15.317)  0.0889
N (-15.275, -4.264, -12.609)  0.1483
C (-16.394, -4.350, -13.292)  -0.7729
N (-16.924, -3.250, -13.757)  0.1902
O (-16.901, -5.448, -13.425)  0.0332
H (-15.007, -5.085, -12.085)  0.1159
H (-14.814, -3.366, -12.625)  0.0930
H (-16.470, -2.373, -13.545)  0.1036
H (-17.762, -3.205, -14.319)  0.0664
N (-23.973, -1.072, -10.410)  0.1771
C (-23.654, -2.041, -11.254)  -0.6807
N (-24.027, -3.134, -10.678)  0.1790
O (-22.931, -1.972, -12.265)  -0.0246
H (-24.018, -0.184, -10.890)  0.0891
H (-24.384, -1.241, -9.504)  0.1183
H (-24.590, -3.075, -9.841)  0.1204
H (-23.826, -3.996, -11.165)  0.1193
N (-23.101, -4.382, -14.227)  0.1883
C (-23.275, -5.648, -14.399)  -0.7602
N (-24.535, -5.936, -14.422)  0.1712
O (-22.345, -6.454, -14.427)  0.0263
H (-22.211, -4.015, -13.919)  0.0634
H (-23.857, -3.713, -14.184)  0.1103
H (-24.746, -6.894, -14.663)  0.1222
H (-25.248, -5.247, -14.230)  0.1128
N (-14.752, -3.336, -17.076)  0.1749
C (-15.989, -3.018, -17.487)  -0.8214
N (-16.136, -2.805, -18.711)  0.1825
O (-16.943, -3.014, -16.752)  0.0376
H (-14.760, -3.620, -16.107)  0.1088
H (-14.048, -3.499, -17.783)  0.1020
H (-17.029, -2.537, -19.100)  0.0641
H (-15.303, -2.722, -19.276)  0.1145
N (-22.932, 1.507, -17.429)  0.1827
C (-22.034, 2.061, -16.681)  -0.8360
N (-20.862, 1.681, -17.025)  0.1909
O (-22.322, 2.692, -15.723)  0.0541
H (-23.912, 1.750, -17.436)  0.1289
H (-22.558, 0.964, -18.194)  0.0940
H (-20.783, 1.178, -17.898)  0.1068
H (-20.119, 1.698, -16.342)  0.1358

---

Record 4
The following is a quantum chemistry calculation of 4 unconnected molecules or ions with the total composition C10H28Br2F3O7PSi2, from the Open Molecules 2025 dataset.

Results
**HOMO-LUMO gap**: 0.3130 hartree
**SMILES**: CCCO[Si@@](CC[C@@](F)(Br)C(F)(F)Br)(O[SiH3])P(O)O.CO.CO.CO
**Lowest unoccupied orbital energy**: 0.277 eV
**HOMO energy**: -8.24 eV

Last column: Löwdin charge in e.
CARTESIAN COORDINATES (ANGSTROEM)
C (4.222, -2.622, -0.199)  -0.0946
C (3.484, -1.663, 0.745)  -0.2257
C (2.305, -0.987, 0.081)  -0.2622
O (1.348, -1.982, -0.273)  -0.1796
Si (-0.241, -1.735, -0.537)  0.2502
C (-0.695, 0.066, -0.713)  -0.2493
C (-0.165, 0.678, -2.003)  -0.2220
C (-0.409, 2.158, -2.265)  -0.8388
F (-0.156, 2.400, -3.581)  -0.0086
Br (-2.241, 2.652, -1.921)  0.8484
C (0.571, 3.070, -1.488)  -0.9397
F (0.531, 2.762, -0.167)  0.0242
F (1.818, 2.786, -1.922)  0.0498
Br (0.283, 4.949, -1.678)  0.8771
O (-0.631, -2.489, -1.939)  -0.3935
Si (-1.993, -3.271, -2.445)  0.5316
P (-1.445, -2.473, 1.254)  0.7446
O (-0.582, -3.872, 1.490)  -0.3552
O (-0.671, -1.357, 2.210)  -0.3765
H (3.829, -2.554, -1.213)  0.0711
H (5.291, -2.416, -0.232)  0.0652
H (4.103, -3.660, 0.110)  0.0703
H (3.097, -2.207, 1.609)  0.1109
H (4.152, -0.882, 1.111)  0.1071
H (2.637, -0.474, -0.829)  0.1187
H (1.859, -0.251, 0.756)  0.1139
H (-0.367, 0.600, 0.180)  0.0716
H (-1.788, 0.109, -0.704)  0.0637
H (-0.609, 0.167, -2.859)  0.1194
H (0.915, 0.538, -2.092)  0.1162
H (-1.809, -4.729, -2.289)  -0.0636
H (-2.198, -2.961, -3.863)  -0.0644
H (-3.156, -2.804, -1.655)  -0.0526
H (-1.072, -4.462, 2.076)  0.0325
H (-1.057, -1.338, 3.103)  -0.0092
C (-4.487, 0.033, -4.151)  -0.1586
O (-3.302, -0.670, -4.497)  -0.1600
H (-5.001, -0.571, -3.405)  0.0789
H (-4.269, 1.012, -3.716)  0.0418
H (-5.150, 0.165, -5.009)  0.0768
H (-2.824, -0.154, -5.154)  0.0779
C (1.446, 5.801, 2.705)  -0.1620
O (0.870, 5.565, 1.431)  -0.1717
H (1.641, 6.870, 2.769)  0.0775
H (0.772, 5.525, 3.522)  0.0747
H (2.393, 5.270, 2.833)  0.0760
H (0.688, 4.623, 1.348)  0.0375
C (-0.019, -0.984, 5.752)  -0.1319
O (-1.226, -1.092, 5.000)  -0.1414
H (0.340, -1.997, 5.913)  0.0836
H (0.745, -0.422, 5.211)  0.0816
H (-0.197, -0.514, 6.721)  0.0790
H (-1.581, -0.207, 4.866)  0.0893

---

Record 5
The following is a quantum chemistry calculation of a gas-phase ion, C4H9INS (charge +1) in a non-equilibrium geometry, from the Open Molecules 2025 dataset.

Results
**Charge**: +1
**HOMO-LUMO gap**: 0.3390 hartree
**SMILES**: C[N@@H+]1CCS[C@H]1I
**Lowest unoccupied orbital energy**: -3.883 eV
**HOMO energy**: -13.11 eV

Last column: Löwdin charge in e.
CARTESIAN COORDINATES (ANGSTROEM)
C (0.517, -1.588, -0.100)  0.0244
N (-0.526, -0.523, -0.063)  -0.2506
C (-0.175, 0.604, -1.045)  -0.1887
C (0.806, 1.497, -0.398)  -0.4107
S (0.325, 1.629, 1.406)  0.8384
C (-0.667, 0.014, 1.353)  -0.9535
I (-2.701, 0.398, 2.006)  0.8787
H (1.324, -1.066, 0.486)  0.1161
H (0.045, -2.461, 0.421)  0.1360
H (0.884, -1.548, -1.182)  0.1319
H (-1.519, -0.740, -0.359)  0.1630
H (-1.030, 1.067, -1.274)  0.0856
H (0.135, 0.084, -2.011)  0.1645
H (1.879, 1.012, -0.323)  0.1137
H (1.057, 2.438, -0.909)  0.1054
H (-0.355, -0.816, 1.993)  0.0460

---

Record 6
The following is a quantum chemistry calculation of C4H11N3O in the gas phase, from the Open Molecules 2025 dataset.

Results
**HOMO-LUMO gap (spin up / spin down)**: 0.2624 / 0.2624 hartree
**Lowest unoccupied orbital energy (spin up / spin down)**: 0.346 / 0.347 eV
**HOMO energy (spin up / spin down)**: -6.79 / -6.79 eV

Last column: Löwdin charge in e.
CARTESIAN COORDINATES (ANGSTROEM)
C (-1.902, -0.778, 0.490)  -0.0297
N (-0.449, 1.733, -1.489)  0.0791
N (-1.283, 0.875, -0.983)  0.0390
N (-0.872, 0.125, -0.029)  -0.1037
H (0.427, 1.982, -0.856)  0.0844
H (-0.912, 2.384, -2.107)  0.1076
H (-1.863, -0.768, 1.576)  0.0781
H (-1.710, -1.796, 0.154)  0.0914
H (-2.870, -0.437, 0.131)  0.0837
C (1.305, -0.781, -0.876)  -0.0452
C (0.603, -0.177, 0.331)  -0.4844
C (0.743, -0.816, 1.549)  -0.0537
O (1.222, 1.459, 0.288)  -0.1955
H (1.295, 1.733, 1.208)  0.0507
H (0.791, -1.685, -1.203)  0.0827
H (2.329, -1.028, -0.600)  0.0879
H (1.350, -0.087, -1.713)  0.0635
H (1.603, -1.448, 1.707)  0.0347
H (0.194, -0.490, 2.422)  0.0295